Below is one molecule with the formula C8H8N2O4S at a distorted geometry, with properties calculated with wB97M-V/def2-TZVPD.

XYZ file:
```
23
Properties=species:S:1:pos:R:3:forces:R:3:lowdin_charge:R:1
N -0.32864 1.22237 3.04562 -0.53 1.15 2.48 0.042
C -0.34846 -0.06815 2.47701 0.46 1.47 -0.90 -0.402
C -1.18649 -1.09196 3.03412 1.01 -1.23 -1.02 -0.237
O -1.25674 -2.20721 2.53000 -0.48 0.68 0.88 -0.046
C 0.33034 -0.23923 1.31366 0.75 -0.84 -0.27 -0.320
S 0.43627 -1.83834 0.65848 -0.89 -1.28 0.05 0.995
C 1.44169 -1.73711 -0.80298 2.70 -0.20 0.18 -0.473
C 1.34356 -0.55255 -1.64940 -2.95 0.84 0.44 -0.087
C 0.25811 0.19681 -1.93990 -0.83 -1.01 0.48 -0.149
N -1.05125 -0.09649 -1.45224 2.92 0.44 -0.23 0.193
C -2.20448 0.18057 -1.44845 -2.71 -1.53 -0.08 -0.287
O -3.38664 0.08742 -1.40245 1.50 1.11 -0.01 0.147
C 0.40209 1.40165 -2.80722 -0.13 -1.48 1.50 -0.511
O 1.41369 1.73180 -3.33152 1.10 0.49 -0.86 0.141
O -0.69856 2.13153 -2.76225 -0.89 -0.38 0.24 0.156
H 0.60233 1.60219 3.00878 0.10 0.23 -0.07 0.069
H -0.67067 1.40959 4.05336 0.52 -1.10 -2.37 0.127
H -1.64111 -0.81100 3.96096 -0.93 -0.02 0.93 0.111
H 0.96574 0.50533 0.79733 -0.68 -0.16 0.66 0.102
H 1.22285 -2.52044 -1.54404 -0.32 -0.51 0.81 0.103
H 2.56469 -1.92326 -0.50361 -2.00 0.46 -0.66 0.119
H 2.17333 -0.35488 -2.20379 2.31 1.02 -1.36 0.092
H -0.38164 2.97138 -3.03147 -0.02 1.86 -0.84 0.115
```
Positions in Å, forces in eV/Å.

Values from the calculation:
SMILES = N/C(C=O)=C/SC/C=C(\N=C=O)C(=O)O
Spin multiplicity = 1
Gap between HOMO and LUMO = 7.74 eV
E_LUMO = -0.0014 Eh
Energy above the lowest of the compared OMol25 structures with the same formula, charge and spin = 1.239 eV

***

Below is C42H42O3P2Re as an isolated structure at a distorted geometry, with properties calculated with wB97M-V/def2-TZVPD.

XYZ file:
```
90
Properties=species:S:1:pos:R:3:forces:R:3:lowdin_charge:R:1
Re 1.74939 -2.26915 3.87776 -4.45 -0.29 3.16 1.682
C 3.72638 -1.54044 4.35078 2.84 2.02 -0.26 -0.215
C 3.07387 -0.69915 3.39551 1.26 0.40 0.16 -0.254
C 3.51727 -0.67465 1.92756 0.10 0.05 -0.32 -0.162
C 2.53401 -1.43145 1.03406 -0.32 0.25 -0.05 -0.168
C 1.82578 -2.50077 1.85363 0.63 -0.99 -1.25 -0.316
C 2.62228 -3.51780 2.54894 0.21 -0.74 -0.99 -0.272
C 4.13613 -3.47427 2.74709 0.63 -0.73 -0.51 -0.153
C 4.63696 -2.66077 3.96035 -0.12 -0.54 0.16 -0.155
C -0.25324 -2.86599 3.84623 -0.46 0.13 -0.08 -0.193
H 3.92466 -1.10292 5.33201 -0.67 -0.44 0.13 0.142
H 2.71490 0.26121 3.77315 -0.01 -0.16 0.19 0.132
H 4.52776 -1.08131 1.80523 -0.23 0.18 0.25 0.115
H 3.57235 0.36625 1.60625 0.05 -0.01 0.12 0.118
H 1.77678 -0.74374 0.63610 0.15 -0.10 0.07 0.096
H 3.03710 -1.87534 0.15602 -0.22 0.05 0.37 0.135
H 0.88595 -2.86098 1.40767 0.42 -0.03 0.32 0.123
H 2.22553 -4.53346 2.43080 -0.01 0.29 0.53 0.139
H 4.65115 -3.13708 1.83638 -0.31 -0.16 0.14 0.120
H 4.44920 -4.51631 2.90080 0.02 0.33 -0.09 0.130
H 4.78412 -3.33476 4.81795 -0.16 0.25 -0.14 0.127
H 5.64142 -2.26926 3.75080 -0.10 0.18 -0.02 0.149
H -0.60242 -2.97854 4.88422 0.04 0.17 -0.31 0.037
H -0.37801 -3.83134 3.32742 0.07 0.32 0.09 0.047
H -0.83527 -2.08708 3.32877 -0.02 -0.14 0.08 0.039
P -2.34169 4.08067 -2.71132 0.64 0.50 0.08 1.111
P -3.50823 1.02725 -4.17057 0.43 -0.83 -1.44 1.144
C -1.70637 3.23910 -4.18482 -0.21 -2.09 -0.99 -0.304
C -2.07023 2.00901 -4.65383 0.81 2.42 0.45 -0.320
C -2.20001 5.85894 -3.15510 -0.48 0.23 -0.03 -0.401
C -1.26848 6.34049 -4.08821 -0.18 0.22 0.08 -0.097
C -1.20147 7.70548 -4.38154 -0.14 -0.11 0.17 -0.060
C -2.05821 8.60723 -3.74139 -0.10 -0.39 0.15 -0.054
C -2.98877 8.13505 -2.80553 0.23 -0.04 -0.17 -0.061
C -3.06781 6.76939 -2.52291 0.28 -0.04 -0.15 -0.098
C -0.91894 3.86636 -1.54482 -0.13 -0.42 0.01 -0.348
C -0.68870 2.55960 -1.07639 0.22 0.20 0.11 -0.105
C 0.37768 2.29856 -0.21642 0.00 0.35 -0.11 -0.080
C 1.22766 3.34213 0.17860 -0.27 0.01 -0.22 -0.069
C 0.99882 4.64531 -0.27836 -0.20 -0.29 -0.04 -0.056
C -0.08272 4.91232 -1.12410 0.02 -0.19 0.06 -0.062
C -4.32585 0.85195 -5.83331 -0.29 0.49 0.37 -0.345
C -4.90985 2.01525 -6.36709 -0.10 0.00 -0.24 -0.097
C -5.51705 1.99465 -7.62306 0.16 -0.17 0.11 -0.056
C -5.55502 0.80412 -8.36305 0.16 0.07 0.31 -0.044
C -4.98384 -0.36040 -7.83699 0.09 0.26 0.28 -0.051
C -4.38579 -0.34134 -6.57083 -0.12 -0.12 -0.08 -0.066
C -2.79572 -0.64748 -3.94799 -0.18 -0.15 0.67 -0.403
C -3.48304 -1.53934 -3.10435 0.24 0.02 -0.26 -0.098
C -2.99908 -2.83349 -2.90866 0.24 0.03 -0.16 -0.067
C -1.81818 -3.24322 -3.54303 -0.22 0.34 0.01 -0.062
C -1.13185 -2.35725 -4.38127 -0.20 0.12 0.13 -0.062
C -1.61266 -1.05981 -4.57793 -0.08 -0.18 0.20 -0.091
H -0.89256 3.75571 -4.70542 -0.11 -0.32 0.20 0.075
H -1.50782 1.59595 -5.50263 -0.26 0.22 0.24 0.087
H -0.58584 5.65868 -4.58376 -0.03 0.21 0.03 0.090
H -0.47572 8.06388 -5.11188 -0.19 -0.10 0.21 0.115
H -2.00362 9.67165 -3.97173 -0.02 -0.31 0.08 0.116
H -3.65225 8.83646 -2.29948 0.15 -0.23 -0.15 0.115
H -3.79726 6.40180 -1.80330 0.09 0.11 -0.13 0.104
H -1.34334 1.74871 -1.39859 0.12 0.14 0.11 0.094
H 0.54898 1.28425 0.14545 -0.05 0.26 -0.11 0.084
H 2.06844 3.13557 0.84162 -0.22 0.10 -0.17 0.103
H 1.66264 5.45632 0.02027 -0.20 -0.21 -0.06 0.116
H -0.26243 5.93021 -1.46310 0.04 -0.21 0.04 0.107
H -4.87368 2.94413 -5.79818 -0.07 -0.15 -0.13 0.105
H -5.95811 2.90534 -8.02919 0.13 -0.26 0.14 0.116
H -6.02673 0.78759 -9.34683 0.14 0.00 0.31 0.119
H -5.00138 -1.28557 -8.41394 0.01 0.25 0.21 0.117
H -3.95557 -1.25608 -6.17055 -0.09 0.15 -0.07 0.104
H -4.39827 -1.21302 -2.61234 0.16 -0.12 -0.06 0.106
H -3.54042 -3.52461 -2.26301 0.14 0.19 -0.17 0.112
H -1.43480 -4.25039 -3.38342 -0.12 0.24 -0.07 0.112
H -0.21872 -2.67346 -4.88492 -0.24 0.07 0.12 0.114
H -1.07061 -0.37627 -5.22413 -0.03 -0.23 0.07 0.095
O 3.13344 -5.73066 6.03617 -0.61 0.94 -0.40 0.062
C 3.08800 -5.20546 7.27721 0.02 -0.04 0.35 -0.242
C 3.65450 -5.96943 8.30515 0.01 0.10 0.18 0.007
C 3.69586 -5.47737 9.60226 -0.20 -0.04 -0.40 -0.043
C 3.18350 -4.21476 9.89843 -0.27 0.50 -0.46 -0.060
C 2.62442 -3.44416 8.87995 0.14 -0.21 0.80 -0.006
C 2.52271 -3.92202 7.57111 0.32 -0.32 -0.64 -0.069
C 1.98029 -3.05380 6.50104 0.77 0.06 1.76 -0.501
O 1.69915 -1.84928 6.61172 -0.08 -0.86 -1.48 0.051
O 1.89910 -3.66197 5.32092 0.24 0.32 -1.49 -0.200
H 2.64615 -5.05947 5.47341 0.61 -1.20 0.41 0.071
H 4.06384 -6.95325 8.07630 -0.14 0.31 -0.08 0.130
H 4.11930 -6.08101 10.39759 0.01 0.02 -0.12 0.119
H 3.22774 -3.84376 10.91565 -0.03 0.07 -0.15 0.112
H 2.25242 -2.45190 9.09093 -0.09 0.04 0.04 0.122
```
Positions in Å, forces in eV/Å.

Values from the calculation:
Spin multiplicity = 4
Gap between HOMO and LUMO (spin up / spin down) = 5.26 / 3.95 eV
E_LUMO (spin up / spin down) = -0.2624 / -0.3099 Eh
Net charge = +2
Energy above the lowest of the compared OMol25 structures with the same formula, charge and spin = 0.000 eV

***

Below is one molecule with the formula C5H8O2, with properties calculated with wB97M-V/def2-TZVPD.

XYZ file:
```
15
Properties=species:S:1:pos:R:3:forces:R:3:lowdin_charge:R:1
C 0.26235 -1.47440 0.40593 -0.03 -0.07 0.05 0.003
C 0.27180 -0.02409 -0.03408 -0.01 -0.20 -0.17 -0.501
O 0.15703 0.90993 1.03995 -0.13 0.04 0.12 0.022
C -1.05017 0.98917 1.62099 -0.34 -0.12 -0.03 -0.335
O -2.02762 0.35071 1.32910 0.54 0.31 0.11 0.084
C -0.32698 0.41702 -1.32967 -0.17 0.03 -0.07 -0.061
C 1.16724 0.46088 -1.12461 0.20 0.00 0.03 -0.059
H -0.37255 -2.07948 -0.24812 0.11 0.10 0.08 0.090
H -0.15064 -1.54678 1.41458 0.02 -0.04 -0.16 0.083
H 1.26625 -1.91179 0.41951 -0.11 0.14 -0.01 0.084
H -1.00891 1.74282 2.42388 -0.03 -0.12 -0.11 0.147
H -0.74725 -0.35296 -1.97036 0.08 0.13 0.10 0.111
H -0.86000 1.36326 -1.33948 0.09 -0.16 0.01 0.113
H 1.78819 -0.27661 -1.62588 -0.12 0.10 0.09 0.109
H 1.63127 1.43234 -0.98174 -0.10 -0.14 -0.04 0.111
```
Positions in Å, forces in eV/Å.

Values from the calculation:
SMILES = CC1(OC=O)CC1
Spin multiplicity = 1
Gap between HOMO and LUMO = 11.36 eV
E_LUMO = 0.0364 Eh
Energy above the lowest of the compared OMol25 structures with the same formula, charge and spin = 1.020 eV

***

Below is C26H27Cl3MnN3O4 as an isolated structure, with properties calculated with wB97M-V/def2-TZVPD.

XYZ file:
```
64
Properties=species:S:1:pos:R:3:forces:R:3:lowdin_charge:R:1
Mn 0.55901 0.17986 -0.89394 0.01 -0.13 0.05 0.989
O 1.50559 4.07659 -0.95944 0.00 0.12 0.00 0.078
C 1.44725 2.87059 -0.80142 0.03 -0.08 -0.03 -0.488
N 0.45071 2.05643 -1.19230 0.05 0.09 -0.08 -0.054
C -0.59810 2.61144 -2.01566 -0.01 -0.07 0.00 -0.125
C -1.31315 1.47427 -2.68160 0.00 0.01 -0.02 -0.219
C -2.33577 1.65506 -3.60123 -0.01 0.01 0.00 0.003
C -2.94425 0.54538 -4.15381 -0.03 0.00 -0.04 -0.036
C -2.52704 -0.72576 -3.77663 -0.01 0.00 0.00 -0.030
C -1.50948 -0.83646 -2.85655 0.00 0.03 0.00 -0.068
N -0.91590 0.24352 -2.33158 -0.07 0.01 0.19 0.053
C 2.57857 2.09338 -0.18053 -0.05 0.02 -0.04 -0.157
C 3.70127 2.70623 0.32913 0.06 0.00 0.02 0.027
C 4.72588 1.90192 0.80411 0.05 0.06 0.00 -0.027
C 4.59583 0.52419 0.73794 0.00 -0.05 -0.01 -0.024
C 3.43212 -0.01534 0.21871 -0.01 0.01 0.05 -0.074
N 2.44381 0.76226 -0.21961 -0.17 -0.06 0.06 0.066
H -0.17806 3.29021 -2.76290 0.02 0.01 -0.03 0.141
H -1.31141 3.19741 -1.42965 -0.04 0.02 0.04 0.125
H -2.63923 2.65821 -3.87000 0.00 -0.02 0.00 0.126
H -3.74254 0.66624 -4.87515 0.02 -0.01 0.02 0.115
H -2.98356 -1.61654 -4.18311 0.00 0.01 0.00 0.114
H -1.14480 -1.79445 -2.50903 0.01 0.00 -0.01 0.114
H 3.74695 3.78612 0.32769 0.00 -0.01 0.00 0.128
H 5.62529 2.34591 1.21145 -0.02 -0.01 0.00 0.116
H 5.38049 -0.13430 1.08258 -0.01 0.01 0.00 0.114
H 3.28149 -1.08347 0.14399 -0.03 -0.03 0.02 0.096
C -0.57937 2.69041 2.02693 -0.02 0.07 -0.01 -0.049
C -1.90005 1.92299 2.07732 0.03 0.01 0.01 -0.363
C -2.67916 1.95508 0.76240 -0.04 0.04 -0.01 -0.055
C -1.72373 0.50871 2.59061 0.01 0.00 0.04 -0.139
C -2.33983 0.19656 3.79916 -0.02 0.03 -0.05 -0.054
C -2.28701 -1.07126 4.34547 0.00 -0.01 0.01 -0.099
C -1.60675 -2.05224 3.64793 0.07 -0.01 0.01 -0.053
C -0.96077 -1.79534 2.44255 -0.05 -0.02 0.03 -0.133
C -0.32225 -2.98196 1.74582 -0.02 0.03 0.01 -0.360
C 1.18219 -2.83576 1.53470 0.05 0.01 0.11 -0.060
C -1.08310 -3.32934 0.46453 0.01 -0.06 -0.06 -0.057
C -0.99496 -0.48773 1.89938 0.16 0.00 -0.25 -0.238
O -0.36005 -0.20861 0.74367 -0.28 -0.09 0.31 -0.205
H -0.72454 3.71106 1.65975 0.00 -0.05 -0.01 0.084
H 0.13154 2.18740 1.37916 0.04 -0.04 -0.03 0.044
H -0.14037 2.74918 3.02468 -0.01 0.00 0.00 0.086
H -2.52868 2.43086 2.81460 0.01 0.01 0.01 0.121
H -2.16554 1.38663 -0.00846 0.07 -0.04 -0.08 0.048
H -2.82259 2.98355 0.41783 0.03 -0.01 0.00 0.076
H -3.66622 1.50725 0.89555 0.02 0.00 0.02 0.086
H -2.88577 0.98138 4.31312 0.02 -0.02 0.00 0.106
H -2.77558 -1.29327 5.28555 0.01 0.00 -0.01 0.095
H -1.56586 -3.06222 4.04363 -0.02 0.03 0.00 0.106
H -0.45386 -3.82680 2.42806 -0.03 -0.03 -0.02 0.121
H 1.39231 -1.94879 0.95281 0.07 0.06 -0.06 0.023
H 1.58715 -3.70460 1.00751 -0.01 0.05 0.00 0.080
H 1.69644 -2.74250 2.49486 -0.04 -0.03 0.00 0.086
H -1.09887 -2.48600 -0.22283 0.01 0.04 0.01 0.045
H -2.11438 -3.59805 0.70357 0.01 0.02 -0.01 0.084
H -0.61670 -4.17285 -0.05055 0.00 0.01 0.02 0.061
Cl 2.62220 -2.87860 -4.63530 0.02 -0.01 0.03 0.629
C 2.36519 -2.93534 -2.89371 -0.02 0.03 -0.02 -1.503
Cl 1.33387 -4.30826 -2.49144 -0.03 0.00 0.00 0.628
Cl 3.93037 -3.10251 -2.05605 -0.02 0.00 0.01 0.618
C 1.75924 -1.59227 -2.39500 -0.05 0.07 0.11 -0.808
O 2.02788 -0.55564 -2.97672 -0.02 -0.07 -0.01 0.024
O 1.03661 -1.68000 -1.33255 0.26 0.02 -0.29 -0.177
```
Positions in Å, forces in eV/Å.

Values from the calculation:
Spin multiplicity = 5
Gap between HOMO and LUMO (spin up / spin down) = 6.52 / 7.02 eV
E_LUMO (spin up / spin down) = -0.0313 / -0.0151 Eh